Record 1
{"formula": "C22H29N3O4S", "method": "ωB97M-V/def2-TZVPD", "total_energy_ha": -1719.17262, "fmax_ev_per_a": 0.9, "de_lowest_kcal_mol": 20.5, "charge": 0, "smiles": "COCC(=O)N1CCC(Oc2ccc(C(=O)NCc3csc(C(C)C)n3)cc2)CC1", "orbital_gap_ev": 9.22, "symbols": ["C", "H", "O", "C", "H", "C", "O", "N", "C", "H", "C", "H", "H", "C", "C", "C", "H", "H", "H", "H", "O", "C", "C", "C", "C", "C", "C", "H", "H", "C", "O", "N", "H", "C", "C", "C", "S", "C", "N", "C", "C", "H", "H", "H", "C", "H", "H", "H", "H", "H", "H", "H", "H", "H", "H", "H", "H", "H", "H"], "coordinates": [[-4.683351, 3.908977, -6.407020], [-5.204180, 4.826405, -6.104434], [-3.647518, 3.591595, -5.512487], [-2.657734, 4.593647, -5.443401], [-2.293195, 4.845389, -6.448736], [-1.442909, 4.114934, -4.646878], [-0.331556, 4.174303, -5.137032], [-1.651985, 3.687247, -3.385154], [-2.921281, 3.540075, -2.714840], [-3.713512, 4.006763, -3.292723], [-3.243248, 2.059351, -2.511497], [-4.186255, 1.949348, -1.975748], [-3.341449, 1.576248, -3.483816], [-2.120089, 1.377716, -1.727576], [-0.791228, 1.600508, -2.458519], [-0.550638, 3.096851, -2.652033], [0.360910, 3.270346, -3.225699], [-0.465770, 3.595516, -1.679552], [0.037145, 1.157916, -1.904352], [-0.846656, 1.111958, -3.432767], [-2.454965, 0.003144, -1.643238], [-1.865595, -0.800432, -0.723011], [-2.266425, -2.139925, -0.757502], [-1.747703, -3.047383, 0.134952], [-0.824811, -2.651626, 1.103602], [-0.417838, -1.323842, 1.127521], [-0.927342, -0.404959, 0.226331], [-0.578187, 0.614584, 0.276861], [0.332258, -0.986335, 1.829361], [-0.295028, -3.695803, 2.024388], [-0.255535, -4.873498, 1.719528], [0.085686, -3.250662, 3.247927], [0.121844, -2.262662, 3.437804], [0.764271, -4.110027, 4.193158], [2.243449, -3.872386, 4.148410], [3.180142, -4.735856, 3.674933], [4.747776, -4.037782, 3.760227], [4.012400, -2.591998, 4.432220], [2.738581, -2.672561, 4.561891], [4.834893, -1.406535, 4.800518], [5.855928, -1.784167, 5.874975], [6.540522, -2.539019, 5.493628], [6.430728, -0.909141, 6.167921], [5.355062, -2.181656, 6.754705], [5.535405, -0.844259, 3.561999], [4.808037, -0.576796, 2.798827], [6.104793, 0.043553, 3.825632], [6.216663, -1.584534, 3.147601], [4.147136, -0.655137, 5.201891], [3.039072, -5.723093, 3.285934], [0.541997, -5.140825, 3.910868], [0.385543, -3.903700, 5.198593], [-2.044147, -4.084601, 0.103819], [-2.986381, -2.436386, -1.503571], [-2.072340, 1.814544, -0.717917], [-2.850054, 4.039457, -1.739575], [-3.061362, 5.513581, -4.986127], [-4.301813, 4.041656, -7.426062], [-5.378160, 3.071976, -6.384754]], "forces_ev_per_angstrom": [[-0.11, 0.06, -0.07], [0.00, -0.03, -0.02], [0.26, -0.16, 0.18], [0.06, 0.15, -0.19], [0.01, -0.04, 0.21], [-0.32, 0.25, -0.25], [0.21, 0.04, -0.32], [0.11, -0.10, 0.36], [-0.38, -0.14, 0.03], [0.05, 0.04, 0.09], [0.16, -0.02, 0.30], [-0.04, -0.02, 0.02], [-0.02, -0.02, -0.04], [0.13, 0.36, -0.29], [-0.18, 0.03, 0.30], [0.36, -0.18, -0.11], [-0.11, 0.02, 0.18], [0.03, 0.01, -0.04], [0.03, -0.02, -0.01], [0.01, -0.03, -0.03], [-0.10, -0.16, 0.00], [0.05, -0.26, 0.13], [0.02, 0.21, -0.07], [0.11, 0.04, 0.11], [0.00, 0.14, -0.26], [-0.09, -0.32, 0.05], [-0.12, 0.35, -0.20], [0.01, 0.08, -0.05], [0.06, 0.02, 0.06], [-0.06, 0.15, 0.16], [-0.01, -0.22, -0.13], [0.04, 0.23, 0.27], [-0.10, -0.07, -0.09], [0.14, -0.14, -0.03], [0.19, -0.80, -0.28], [0.01, 0.15, 0.13], [-0.48, 0.33, 0.18], [0.51, -0.37, -0.22], [-0.46, 0.61, 0.30], [0.30, 0.16, 0.02], [-0.18, 0.15, -0.03], [0.12, -0.07, 0.02], [0.10, 0.06, 0.05], [0.02, -0.06, 0.09], [-0.15, 0.06, 0.17], [-0.01, 0.02, -0.11], [0.09, 0.09, -0.01], [0.10, -0.03, -0.09], [0.00, -0.14, -0.06], [-0.11, -0.24, -0.10], [-0.02, 0.14, 0.13], [0.03, -0.09, -0.10], [-0.02, -0.09, -0.02], [-0.09, -0.04, -0.08], [-0.01, -0.06, -0.08], [-0.05, 0.02, -0.07], [0.02, -0.09, -0.04], [-0.02, -0.01, 0.03], [-0.04, 0.06, -0.06]]}



Record 2
{"formula": "C13H23MoNO2PS", "method": "ωB97M-V/def2-TZVPD", "total_energy_ha": -1521.95985, "fmax_ev_per_a": 1.7, "de_lowest_kcal_mol": 14.6, "charge": 1, "multiplicity": 3, "orbital_gap_ev": [7.67, 6.82], "symbols": ["Mo", "C", "C", "C", "C", "C", "C", "C", "H", "H", "H", "H", "H", "H", "H", "H", "N", "C", "C", "C", "O", "O", "H", "H", "H", "H", "H", "H", "S", "C", "P", "C", "C", "H", "H", "H", "H", "H", "H", "H", "H", "H"], "coordinates": [[-0.741816, -0.261063, -0.239421], [-0.197847, 3.075609, -1.679672], [-1.061029, 2.013604, -1.078007], [-1.456050, 2.084024, 0.263022], [-2.343152, 1.137345, 0.801595], [-3.074135, 0.277603, -0.063824], [-2.796648, 0.303806, -1.431847], [-1.700520, 1.045521, -1.917429], [0.552313, 3.426837, -0.973380], [-0.826588, 3.928591, -1.947793], [0.289171, 2.733906, -2.590656], [-1.044726, 2.849733, 0.915465], [-2.647805, 1.240746, 1.838033], [-3.932380, -0.273847, 0.311163], [-3.413254, -0.262990, -2.123728], [-1.509635, 1.066553, -2.986609], [-0.872727, -1.957341, 1.421560], [-0.937477, -1.629821, 2.853712], [0.282010, -0.800209, 3.246481], [0.232430, 0.489018, 2.424529], [-0.150037, 1.537464, 2.885599], [0.587471, 0.341527, 1.182530], [-1.714104, -2.470087, 1.149868], [-0.092900, -2.603199, 1.276878], [-0.963480, -2.548167, 3.454146], [-1.856291, -1.064720, 3.047304], [1.195286, -1.357080, 3.019138], [0.244124, -0.542010, 4.302846], [-1.111205, -2.151856, -1.461549], [2.460391, 0.898694, -1.317055], [1.574229, -0.651035, -0.975453], [1.874968, -1.603435, -2.494017], [2.688698, -1.494721, 0.200250], [3.503511, 0.674022, -1.540980], [2.402621, 1.562016, -0.455479], [2.013501, 1.377445, -2.186834], [2.931700, -1.562155, -2.759762], [1.279074, -1.199708, -3.309785], [1.578075, -2.639197, -2.333236], [3.661447, -1.615356, -0.279182], [2.291185, -2.480956, 0.448691], [2.801600, -0.895112, 1.102889]], "forces_ev_per_angstrom": [[-0.26, -1.65, 0.32], [0.19, 0.04, 0.00], [-0.36, -0.08, -0.03], [0.01, 0.03, -0.15], [-0.59, 0.29, -0.14], [-0.34, 0.51, -0.08], [-0.15, 0.13, -0.13], [-0.43, 0.37, -0.03], [0.03, -0.02, -0.03], [0.00, -0.04, 0.02], [0.02, 0.01, 0.01], [0.15, -0.33, -0.05], [0.29, -0.25, -0.05], [0.34, -0.13, -0.03], [0.32, -0.13, 0.18], [0.16, -0.20, 0.21], [-0.42, 0.10, -0.36], [0.13, 0.01, 0.55], [-0.20, 0.47, -0.19], [-0.03, -0.26, 1.31], [-0.08, 0.16, 0.17], [0.46, 0.12, -0.76], [0.33, -0.02, 0.02], [-0.24, 0.22, -0.23], [-0.11, 0.16, -0.11], [0.13, -0.11, -0.03], [-0.03, 0.06, 0.09], [0.04, -0.11, -0.01], [0.27, 0.60, 0.31], [-0.02, -0.09, 0.08], [0.76, -0.03, -0.87], [-0.06, 0.04, 0.06], [-0.35, 0.10, 0.09], [0.02, 0.05, 0.01], [-0.01, 0.02, -0.02], [0.04, 0.04, 0.01], [0.01, 0.01, 0.01], [-0.02, -0.01, -0.06], [0.01, 0.02, -0.05], [-0.06, -0.03, -0.01], [0.07, 0.03, 0.01], [-0.03, -0.09, -0.06]]}



Record 3
{"formula": "C4H11N3", "method": "ωB97M-V/def2-TZVPD", "total_energy_ha": -323.18998, "fmax_ev_per_a": 3.6, "de_lowest_kcal_mol": 73.1, "charge": 0, "smiles": "N/C=N\\CCCN", "orbital_gap_ev": 10.16, "symbols": ["C", "C", "C", "N", "C", "N", "N", "H", "H", "H", "H", "H", "H", "H", "H", "H", "H", "H"], "coordinates": [[1.481182, -0.444379, -0.668342], [0.318044, 0.541658, -0.726970], [-0.338931, 0.762599, 0.658970], [-2.718775, -0.337348, -0.095370], [-1.954246, -0.969409, 0.860310], [-0.909970, -0.422645, 1.313621], [2.667240, 0.213766, 0.052934], [1.713037, -0.752559, -1.726040], [1.371597, -1.446268, -0.138022], [0.646752, 1.435096, -1.236268], [-0.536018, 0.247726, -1.516672], [-0.923969, 1.725583, 0.343416], [0.399512, 1.264605, 1.370583], [-2.202588, -0.398977, -1.056389], [-2.881127, 0.650897, 0.140369], [-2.240460, -1.979294, 1.299726], [3.571333, -0.286216, 0.054041], [2.537395, 0.195162, 1.070107]], "forces_ev_per_angstrom": [[1.85, -1.53, 0.20], [-1.61, -2.15, -0.65], [0.48, 3.32, -0.30], [-0.88, 0.01, -3.54], [1.06, -0.30, 1.33], [1.13, 0.09, 0.05], [0.08, -0.15, 0.05], [0.43, 0.62, 0.99], [-0.99, 1.28, -0.63], [0.43, 0.63, 0.61], [1.91, -0.09, 1.73], [-0.42, -1.80, 1.23], [-0.68, -1.10, -0.87], [-1.60, 0.29, 2.32], [0.39, -0.65, -0.31], [0.07, 1.37, -0.71], [-0.84, -0.07, -1.07], [-0.82, 0.21, -0.44]]}